Density functional theory data (the ωB97M-V functional and the def2-TZVPD basis) for a 2-piece molecular cluster, C2H8Cl2N3OP overall at a distorted geometry.

As for the gap between HOMO and LUMO: 0.3602 Ha. The value obtained for the energy relative to the best compared isomer or geometry (same formula, charge and spin) is 3.0890 eV. Its molecular weight is 192.0 g mol⁻¹. Its spin multiplicity is 1. The total energy is -43055.234 eV.

CARTESIAN COORDINATES (ANGSTROEM)
1 C -1.95 -0.05 1.57
2 C -2.44 0.05 0.38
3 N 0.95 -1.56 -0.42
4 N 2.49 0.22 -1.26
5 N -0.16 1.24 -0.65
6 O 1.43 0.38 1.14
7 P 1.00 0.20 -0.40
8 Cl -3.28 1.41 -0.15
9 Cl -2.25 -1.15 -0.78
10 H -2.23 0.78 2.23
11 H 0.78 0.94 1.49
12 H -1.04 -0.64 1.94
13 H 0.03 -1.89 -0.57
14 H 1.51 -1.85 -1.23
15 H 2.94 1.07 -1.10
16 H 2.91 -0.45 -0.63
17 H -0.71 1.31 -1.56

=====

Density functional theory data (the ωB97M-V functional and the def2-TZVPD basis) for C2H8ClMgO2 as an isolated structure at a distorted geometry.

As for the gap between HOMO and LUMO: 0.0780 Ha. The value obtained for the energy relative to the best compared isomer or geometry (same formula, charge and spin) is 4.2005 eV. The net charge is +1. Its molecular weight is 123.8 g mol⁻¹. Its spin multiplicity is 1. The total energy is -24253.769 eV.

CARTESIAN COORDINATES (ANGSTROEM)
1 Mg -0.98 0.67 7.20
2 Cl -1.74 0.22 3.73
3 C 0.54 3.61 -0.64
4 O -0.35 2.50 -0.77
5 H 0.54 4.15 -1.59
6 H 0.16 4.30 0.11
7 H 1.56 3.38 -0.34
8 H -0.63 2.15 0.08
9 C 0.33 -3.56 -1.64
10 O -0.64 -3.67 -0.59
11 H -0.16 -3.51 -2.61
12 H 1.03 -2.77 -1.38
13 H 0.86 -4.51 -1.62
14 H -0.52 -2.96 0.04

=====

Density functional theory data (the ωB97M-V functional and the def2-TZVPD basis) for C2H8FeO14S3 as an isolated structure at a distorted geometry.

As for the gap between HOMO and LUMO (spin up / spin down): 0.2409 / 0.2403 Ha. The value obtained for the energy relative to the best compared isomer or geometry (same formula, charge and spin) is 0.0000 eV. The net charge is -3. Its molecular weight is 408.1 g mol⁻¹. Its spin multiplicity is 6. The total energy is -97760.916 eV. Its expectation value of S² is 8.7571.

CARTESIAN COORDINATES (ANGSTROEM)
1 Fe 9.31 12.31 8.80
2 S 8.32 11.74 11.99
3 O 8.85 10.41 12.24
4 O 8.67 12.14 10.58
5 O 6.84 11.82 12.04
6 O 8.84 12.73 12.93
7 S 10.84 10.14 8.55
8 O 11.38 10.03 7.18
9 O 11.18 9.08 9.45
10 O 11.04 11.49 9.15
11 O 9.37 10.40 8.42
12 S 9.73 13.12 5.55
13 O 9.57 12.74 7.01
14 O 10.28 12.00 4.81
15 O 8.41 13.53 5.04
16 O 10.67 14.26 5.53
17 C 9.96 15.39 8.50
18 O 9.98 14.21 9.34
19 H 10.80 15.28 7.81
20 H 9.00 15.45 7.99
21 H 10.10 16.29 9.11
22 H 10.47 14.49 10.12
23 C 6.58 12.49 7.28
24 O 7.30 12.76 8.49
25 H 7.21 12.10 6.49
26 H 5.76 11.80 7.50
27 H 6.18 13.42 6.87
28 H 6.65 12.89 9.19

=====

Density functional theory data (the ωB97M-V functional and the def2-TZVPD basis) for C2H8GaNO6P2Se4 as an isolated structure.

As for the gap between HOMO and LUMO: 0.2819 Ha. Its molecular weight is 589.6 g mol⁻¹. Its spin multiplicity is 1. The total energy is -348327.466 eV.

CARTESIAN COORDINATES (ANGSTROEM)
1 Ga 1.88 0.65 -1.20
2 N -1.25 -1.64 1.27
3 C -1.10 -0.32 0.54
4 C -2.37 0.50 0.77
5 P -0.86 -0.65 -1.26
6 O 0.03 -2.00 -1.10
7 O -2.15 -0.89 -1.93
8 O 0.05 0.48 -1.76
9 P 0.36 0.44 1.41
10 O 0.16 2.01 1.23
11 O 0.20 -0.03 2.81
12 O 1.61 0.06 0.63
13 H -2.20 -2.00 1.20
14 H -0.97 -1.45 2.25
15 H -0.61 -2.33 0.86
16 H -3.22 0.01 0.31
17 H -2.26 1.47 0.29
18 H -2.54 0.65 1.83
19 H 0.15 -2.46 -1.94
20 H -0.17 2.44 2.02
21 Se 3.40 -0.94 -2.13
22 Se 5.15 0.61 -1.85
23 Se 4.22 2.44 -2.90
24 Se 2.50 2.93 -1.36

=====

Density functional theory data (the ωB97M-V functional and the def2-TZVPD basis) for a 2-piece molecular cluster, C2H8IN2 overall at a distorted geometry.

As for the gap between HOMO and LUMO: 0.3222 Ha. The value obtained for the energy relative to the best compared isomer or geometry (same formula, charge and spin) is 1.5081 eV. The net charge is +1. Its molecular weight is 187.0 g mol⁻¹. Its spin multiplicity is 1. The total energy is -13276.639 eV.

CARTESIAN COORDINATES (ANGSTROEM)
1 C -1.75 0.45 0.10
2 C -0.34 -0.08 -0.07
3 N -0.06 -1.35 -0.06
4 N -2.14 1.79 -0.28
5 I 3.23 -0.12 0.05
6 H -2.21 -0.18 -0.73
7 H -2.21 0.05 1.09
8 H 0.52 0.61 -0.10
9 H -0.83 -1.96 -0.01
10 H 0.88 -1.71 0.06
11 H -1.80 2.51 0.33
12 H -1.87 2.05 -1.22
13 H 4.09 0.97 -0.56

=====

Density functional theory data (the ωB97M-V functional and the def2-TZVPD basis) for a 3-piece molecular cluster, C2H8IO2 overall.

As for the gap between HOMO and LUMO: 0.2575 Ha. The value obtained for the energy relative to the best compared isomer or geometry (same formula, charge and spin) is 0.5255 eV. The net charge is -1. Its molecular weight is 191.0 g mol⁻¹. Its spin multiplicity is 1. The total energy is -14401.085 eV.

CARTESIAN COORDINATES (ANGSTROEM)
1 I -0.20 -0.48 -0.43
2 C -4.15 0.85 0.49
3 O -3.75 -0.37 -0.08
4 H -5.19 0.72 0.82
5 H -3.61 1.05 1.42
6 H -4.04 1.65 -0.24
7 H -2.77 -0.39 -0.20
8 C 3.80 -0.42 0.01
9 O 3.83 -0.64 -1.38
10 H 2.76 -0.37 0.36
11 H 4.20 -1.28 0.58
12 H 4.36 0.47 0.29
13 H 4.75 -0.79 -1.64

=====

Density functional theory data (the ωB97M-V functional and the def2-TZVPD basis) for C2H8InN4O2 as an isolated structure at a distorted geometry.

As for the gap between HOMO and LUMO: 0.1200 Ha. The value obtained for the energy relative to the best compared isomer or geometry (same formula, charge and spin) is 1.2045 eV. The net charge is +3. Its molecular weight is 234.9 g mol⁻¹. Its spin multiplicity is 1. The total energy is -17397.768 eV.

CARTESIAN COORDINATES (ANGSTROEM)
1 In 33.08 9.35 -5.36
2 C 34.59 7.42 -2.22
3 O 33.67 8.01 -2.87
4 N 35.17 6.26 -2.61
5 N 35.02 7.99 -1.05
6 H 34.77 5.73 -3.37
7 H 35.78 5.74 -2.00
8 H 34.54 8.82 -0.71
9 H 35.69 7.56 -0.41
10 C 29.85 10.17 -2.87
11 O 31.03 9.83 -3.22
12 N 28.83 9.30 -2.69
13 N 29.66 11.52 -2.61
14 H 27.92 9.66 -2.43
15 H 28.96 8.32 -2.88
16 H 30.42 12.18 -2.75
17 H 28.94 11.82 -1.95

=====

Density functional theory data (the ωB97M-V functional and the def2-TZVPD basis) for a 2-piece molecular cluster, C2H8N overall at a distorted geometry.

As for the gap between HOMO and LUMO: 0.3192 Ha. The value obtained for the energy relative to the best compared isomer or geometry (same formula, charge and spin) is 4.3112 eV. The net charge is +1. Its molecular weight is 46.1 g mol⁻¹. Its spin multiplicity is 1. The total energy is -3682.854 eV.

CARTESIAN COORDINATES (ANGSTROEM)
1 C 1.75 -0.03 -1.13
2 N -1.44 0.49 0.67
3 C -0.37 -0.40 0.59
4 H 1.35 -0.55 -1.99
5 H 1.86 1.03 -1.31
6 H 0.97 -0.14 -0.30
7 H -0.77 -1.42 0.59
8 H 2.65 -0.52 -0.77
9 H -2.26 -0.08 0.89
10 H 0.30 -0.10 1.38
11 H -1.65 0.99 -0.20